Entry 1:
Molecular formula: C5H4N2O
Method: DFT, ωB97M-V with the def2-TZVPD basis set

Computed properties:
**2S+1**: 1
**Total energy**: -377.3300 Eh
**Energy relative to the best compared isomer or geometry (same formula, charge and spin)**: 209.6 kcal per mole
**Charge**: 0
**HOMO energy (spin up / spin down)**: -9.149 / -8.727 eV
**HOMO-LUMO gap (spin up / spin down)**: 8.111 / 8.254 eV

Last column: Löwdin charge in e.
Element x y z (Å)
1 C -0.5693 -3.2526 -0.0240  0.158
2 C -1.0073 -2.1343 -0.0440  -0.144
3 C -1.2453 -0.8055 0.0561  0.048
4 C -1.1507 0.5165 -0.1335  -0.391
5 C 0.0888 1.2812 0.0632  -0.057
6 N -3.5096 -0.4802 0.0396  0.183
7 N -2.2205 1.3504 -0.0678  0.049
8 O -3.3566 0.7782 0.0319  -0.168
9 H -0.1162 -4.1463 0.2282  0.022
10 H 0.7019 1.0121 0.9802  0.106
11 H 0.6072 1.0912 -0.9063  0.096
12 H -0.0866 2.3765 0.2786  0.097


Entry 2:
Molecular formula: C3H3N3O2
Method: DFT, ωB97M-V with the def2-TZVPD basis set

Computed properties:
**2S+1**: 1
**Total energy**: -430.7072 Eh
**Energy relative to the best compared isomer or geometry (same formula, charge and spin)**: 134.1 kcal per mole
**Charge**: 0
**HOMO energy**: -9.811 eV
**HOMO-LUMO gap**: 9.557 eV

Last column: Löwdin charge in e.
Element x y z (Å)
1 H -1.8086 0.2896 2.2762  0.068
2 N -1.8849 -0.2358 1.3421  0.106
3 C -0.6921 0.1366 0.8195  -0.460
4 C -0.0372 1.0830 1.6899  -0.135
5 N 0.6812 1.3650 2.6363  0.164
6 N -0.1912 -0.5546 -0.2111  0.047
7 O 1.1909 -0.2474 -0.6291  -0.032
8 C 1.2467 -0.3089 -2.0618  -0.226
9 O 0.1936 -0.5177 -2.5907  0.067
10 H -1.0427 -0.6897 -0.9752  0.235
11 H 2.3443 -0.3201 -2.2961  0.165


Entry 3:
Molecular formula: C4H5CuLiO2
Method: DFT, ωB97M-V with the def2-TZVPD basis set

Computed properties:
**2S+1**: 3
**Total energy**: -1953.4836 Eh
**Energy relative to the best compared isomer or geometry (same formula, charge and spin)**: 18.6 kcal per mole
**Charge**: +1
**HOMO energy (spin up / spin down)**: -7.440 / -13.418 eV
**HOMO-LUMO gap (spin up / spin down)**: 2.510 / 7.232 eV

Last column: Löwdin spin population.
Element x y z (Å)
1 H -0.6074 -0.9567 -1.5050  0.019
2 C 1.2037 0.3982 -1.0834  0.304
3 C -0.2536 0.2414 -1.1161  0.106
4 C -0.8188 0.6627 0.1877  0.402
5 C -0.7018 -0.1053 1.3109  0.128
6 O -1.1450 0.2227 2.4845  0.368
7 Cu -1.2030 -0.3614 4.0446  0.420
8 H 1.6138 1.3607 -0.7238  0.020
9 H -0.6728 0.7560 -1.9893  0.017
10 H -1.2338 1.6689 0.2794  0.015
11 H -0.2018 -1.0858 1.2201  0.003
12 O 1.9969 -0.5177 -1.3268  0.181
13 Li 2.0237 -2.2837 -1.7829  0.017


Entry 4:
Molecular formula: C6H14O2
Method: DFT, ωB97M-V with the def2-TZVPD basis set

Computed properties:
**2S+1**: 2
**Total energy**: -387.3781 Eh
**Energy relative to the best compared isomer or geometry (same formula, charge and spin)**: 31.7 kcal per mole
**Charge**: -1
**HOMO energy (spin up / spin down)**: 0.937 / -3.799 eV
**HOMO-LUMO gap (spin up / spin down)**: 2.989 / 7.451 eV

Last column: Löwdin spin population.
Element x y z (Å)
1 O 2.5309 1.9332 -1.8587  0.275
2 C 1.9753 0.9675 -1.3564  0.305
3 C 1.2279 0.9374 -0.0733  0.064
4 C -0.2284 0.4695 -0.5569  0.066
5 C -0.1797 -1.0557 -0.4591  0.003
6 C -1.5625 -1.4527 -1.0453  0.039
7 C 0.0425 -1.4240 0.9872  0.023
8 H 2.0858 -0.0364 -1.9704  0.039
9 H 1.0675 1.9199 0.3454  0.005
10 H 1.6482 0.2861 0.6551  0.024
11 H -0.9545 0.8435 0.2303  0.030
12 H -0.6302 0.9667 -1.4636  0.011
13 H 0.5758 -1.6384 -0.9775  0.003
14 H -2.4260 -0.9967 -0.5848  0.014
15 H -1.7142 -2.5042 -0.8882  0.005
16 H -1.7857 -1.3455 -2.0800  0.008
17 H -0.0592 -2.5071 1.0892  0.004
18 H 1.0805 -1.0100 1.2861  0.008
19 H -0.6500 -0.9200 1.8089  0.011
20 H -0.0306 2.4749 2.2455  0.008
21 H -1.2104 1.8335 1.9715  0.020
22 O -0.8030 2.2584 2.6950  0.035